Entry 1:
Below is a molecular structure, C17H25N3O3PTl, with properties calculated with ωB97M-V/def2-TZVPD.

The calculation puts the total energy at -42614.272 eV. As for the spin multiplicity: 1. The charge is +2. The value obtained for the highest occupied orbital energy is -14.31 eV.

Geometry (Å):
C: -1.131 2.431 -1.920
C: -0.281 1.447 -2.708
N: 0.134 0.325 -2.120
C: 0.644 -0.625 -2.903
C: 1.142 -0.342 -4.189
C: 0.674 0.797 -4.829
C: -0.113 1.671 -4.083
C: 0.591 -2.098 -2.540
P: -0.023 -2.655 -0.939
H: -0.632 2.517 -4.513
H: 1.815 -1.051 -4.667
H: 0.901 0.988 -5.873
C: 0.664 3.312 -0.476
C: -1.676 3.508 0.194
H: 1.614 -2.458 -2.689
H: -2.170 2.063 -1.891
H: -1.142 3.375 -2.494
C: 1.518 -2.605 -0.004
C: -0.714 -4.253 -0.635
H: 1.404 -2.701 1.090
H: 2.013 -3.512 -0.408
H: 2.159 -1.743 -0.268
H: -1.066 -4.286 0.405
H: -1.542 -4.539 -1.295
H: 0.117 -4.959 -0.745
H: -1.904 4.482 -0.283
H: -2.617 2.940 0.226
H: -1.321 3.663 1.226
H: 0.737 4.241 -1.071
H: 0.889 3.560 0.574
H: 1.403 2.593 -0.847
C: 0.100 -1.968 2.892
O: 0.196 -2.104 4.021
Tl: -0.609 0.723 1.256
O: -1.190 -1.625 -0.582
H: -0.164 -2.598 -3.208
H: -2.061 -2.032 -0.427
N: -0.682 2.717 -0.555
O: 1.973 0.471 0.930
N: 2.704 0.640 2.037
C: 2.400 1.609 2.961
C: 3.146 1.701 4.122
C: 4.191 0.792 4.339
C: 4.537 -0.122 3.337
C: 3.773 -0.195 2.188
H: 1.563 2.281 2.732
H: 2.906 2.491 4.848
H: 4.767 0.814 5.262
H: 5.401 -0.789 3.415
H: 3.954 -0.875 1.351

=====

Entry 2:
Below is a molecular structure, C17H25N3OSSiV, with properties calculated with ωB97M-V/def2-TZVPD.

The calculation puts the total energy at -68949.772 eV. As for the spin multiplicity: 3. As for the expectation value of S²: 2.04. The charge is +1. As for the energy above the lowest of the compared OMol25 structures with the same formula, charge and spin: 1.027 eV. The value obtained for the highest occupied orbital energy (alpha / beta) is -10.93 / -11.03 eV.

Geometry (Å):
V: 0.518 0.092 -0.368
S: 1.685 2.104 -0.276
C: 1.347 1.790 1.381
C: 1.660 2.567 2.496
C: 1.298 2.086 3.740
C: 0.647 0.855 3.837
C: 0.367 0.150 2.683
N: 0.707 0.615 1.481
H: 2.174 3.506 2.371
H: 1.517 2.661 4.625
H: 0.359 0.453 4.795
H: -0.136 -0.813 2.712
C: -0.815 -2.374 -3.803
C: -0.317 -2.000 -2.432
O: 0.104 -0.876 -2.166
N: -0.412 -3.004 -1.536
C: -0.093 -2.911 -0.115
C: 1.380 -2.626 0.067
C: 2.307 -3.633 0.280
C: 3.654 -3.307 0.360
C: 4.020 -1.977 0.186
C: 3.038 -1.030 -0.032
N: 1.737 -1.343 -0.065
H: -0.548 -1.613 -4.530
H: -1.901 -2.460 -3.770
H: -0.399 -3.326 -4.121
H: -0.732 -3.897 -1.875
H: -0.368 -3.856 0.359
H: -0.674 -2.088 0.335
H: 1.973 -4.653 0.387
H: 4.402 -4.063 0.529
H: 5.056 -1.681 0.216
H: 3.296 0.011 -0.199
C: -0.978 3.473 -1.304
Si: -2.106 2.167 -0.486
C: -3.634 2.035 -1.621
C: -2.584 2.777 1.261
C: -1.503 0.351 -0.185
H: -1.599 4.252 -1.739
H: -0.365 3.060 -2.101
H: -0.319 3.951 -0.586
H: -4.199 2.958 -1.570
H: -4.294 1.224 -1.336
H: -3.342 1.882 -2.655
H: -2.861 3.826 1.244
H: -1.755 2.663 1.957
H: -3.432 2.224 1.655
H: -2.032 -0.281 -0.904
H: -1.851 0.082 0.819

=====

Entry 3:
Below is a molecular structure, C17H25N4O4Pd, with properties calculated with ωB97M-V/def2-TZVPD.

The calculation puts the total energy at -35639.809 eV. As for the spin multiplicity: 1. The charge is +3. As for the energy above the lowest of the compared OMol25 structures with the same formula, charge and spin: 0.000 eV. The value obtained for the highest occupied orbital energy is -15.77 eV.

Geometry (Å):
Pd: -0.105 -0.485 0.497
C: 2.008 1.702 4.010
N: 2.429 0.390 3.487
C: 3.454 -0.377 4.208
C: 1.817 -0.075 2.429
O: 0.909 0.610 1.857
C: 2.223 -1.455 1.905
O: 1.421 -1.744 0.744
C: 1.109 -3.100 0.375
C: -0.271 -3.120 -0.295
O: -0.935 -2.042 -0.456
N: -0.740 -4.274 -0.696
C: -2.067 -4.382 -1.315
C: -0.043 -5.552 -0.508
H: 2.669 1.972 4.826
H: 0.983 1.648 4.371
H: 2.070 2.449 3.223
H: 4.033 0.311 4.815
H: 4.140 -0.863 3.518
H: 2.995 -1.117 4.864
H: 2.064 -2.215 2.674
H: 3.273 -1.456 1.609
H: 1.110 -3.737 1.262
H: 1.873 -3.446 -0.322
H: -2.519 -3.402 -1.406
H: -2.692 -5.026 -0.697
H: -1.958 -4.832 -2.300
H: 1.024 -5.418 -0.364
H: -0.187 -6.153 -1.403
H: -0.466 -6.084 0.344
N: -3.767 1.352 0.439
C: -2.927 0.316 0.376
N: -1.671 0.720 0.363
C: -1.686 2.115 0.431
C: -0.652 3.049 0.450
C: -1.013 4.377 0.525
C: -2.360 4.777 0.578
C: -3.388 3.860 0.553
C: -3.018 2.521 0.479
H: -4.773 1.282 0.469
H: -3.245 -0.712 0.343
H: 0.385 2.745 0.419
H: -0.243 5.136 0.549
H: -2.593 5.831 0.642
H: -4.424 4.167 0.595
C: 1.006 3.502 -8.518
C: 0.868 2.885 -7.235
O: 0.760 2.404 -6.238
H: 0.891 2.724 -9.281
H: 2.002 3.956 -8.572
H: 0.225 4.264 -8.619

=====

Entry 4:
Below is 5 unconnected molecules or ions with the total composition C17H25N5O3S, with properties calculated with ωB97M-V/def2-TZVPD.

The calculation puts the total energy at -42458.733 eV. As for the spin multiplicity: 1. As for the energy above the lowest of the compared OMol25 structures with the same formula, charge and spin: 6.943 eV. The value obtained for the highest occupied orbital energy is -7.95 eV.

Geometry (Å):
C: 1.313 -2.073 5.274
O: 1.992 -1.246 4.318
S: 3.653 -1.272 4.547
O: 4.086 -0.024 3.882
O: 4.309 -2.480 3.591
N: 4.750 -3.585 4.332
H: 1.979 -2.753 5.819
H: 0.555 -2.642 4.718
H: 0.756 -1.448 5.987
H: 4.716 -3.418 5.336
H: 4.160 -4.391 4.140
N: 0.099 -0.452 1.763
C: -1.099 -1.107 1.680
C: -1.602 -0.910 0.419
C: -0.670 -0.108 -0.287
C: 0.371 0.156 0.570
H: 0.690 -0.422 2.577
H: -1.490 -1.653 2.522
H: -2.536 -1.298 0.044
H: -0.752 0.236 -1.306
H: 1.278 0.724 0.433
N: 0.343 3.450 -3.684
C: -0.673 4.367 -3.675
C: -1.259 4.333 -2.436
C: -0.567 3.361 -1.668
C: 0.418 2.835 -2.464
H: 0.940 3.258 -4.465
H: -0.890 4.960 -4.547
H: -2.092 4.939 -2.116
H: -0.767 3.079 -0.647
H: 1.162 2.079 -2.270
N: -4.571 1.310 -0.186
C: -5.773 0.661 -0.268
C: -6.269 0.853 -1.532
C: -5.328 1.644 -2.239
C: -4.289 1.908 -1.384
H: -3.984 1.341 0.627
H: -6.169 0.121 0.576
H: -7.203 0.468 -1.907
H: -5.402 1.981 -3.260
H: -3.379 2.468 -1.524
N: 2.038 -1.600 -1.485
C: 1.973 -2.494 -2.516
C: 3.232 -2.622 -3.046
C: 4.091 -1.775 -2.302
C: 3.325 -1.159 -1.343
H: 1.256 -1.308 -0.913
H: 1.040 -2.961 -2.784
H: 3.506 -3.254 -3.876
H: 5.149 -1.632 -2.450
H: 3.585 -0.448 -0.576

=====

Entry 5:
Below is a molecular structure, C17H25NO4, with properties calculated with ωB97M-V/def2-TZVPD.

The calculation puts the total energy at -27699.850 eV. As for the spin multiplicity: 1. As for the energy above the lowest of the compared OMol25 structures with the same formula, charge and spin: 16.394 eV. The value obtained for the highest occupied orbital energy is -8.68 eV.

Geometry (Å):
C: -7.198 -0.923 -0.176
H: -8.150 -0.821 -0.505
H: -6.953 -1.779 0.229
H: -6.625 -0.980 -1.213
C: -6.752 0.062 0.455
C: -7.068 1.488 -0.042
H: -8.156 1.566 -0.169
H: -6.732 2.424 0.422
H: -6.490 1.641 -1.108
C: -5.256 0.031 0.949
O: -4.603 0.279 -0.222
C: -3.307 0.059 -0.285
C: -2.435 -0.347 0.875
C: -1.058 -0.175 0.966
C: -0.424 -0.261 -0.420
C: -1.238 -0.181 -1.338
C: -2.499 -0.198 -1.361
H: -3.159 -0.005 -2.233
H: -0.545 -0.053 -2.475
C: 1.026 -0.313 -0.307
O: 1.528 -0.830 -1.530
N: 1.664 0.175 0.779
H: 1.276 0.604 1.451
C: 3.174 0.277 0.825
C: 3.692 1.338 -0.721
H: 3.525 0.743 -1.452
H: 3.113 1.898 -0.381
C: 5.221 1.709 -0.518
C: 5.601 1.945 1.003
H: 6.712 2.368 0.878
H: 5.747 1.241 1.514
H: 4.993 2.711 1.196
C: 6.099 0.473 -1.021
H: 6.078 -0.545 -0.389
H: 7.052 0.732 -1.164
H: 5.746 0.298 -1.972
H: 5.295 2.412 -1.337
H: 3.483 0.692 1.884
C: 3.931 -1.100 0.632
O: 4.566 -1.343 1.607
O: 3.792 -1.980 -0.269
H: 2.855 -1.451 -0.777
H: -0.634 -0.435 1.884
H: -2.990 -0.336 1.978
H: -5.078 0.966 1.533
H: -4.985 -0.935 1.482
H: -7.249 0.120 1.596

=====

Copy entry 4 word for word.
Below is 5 unconnected molecules or ions with the total composition C17H25N5O3S, with properties calculated with ωB97M-V/def2-TZVPD.

The calculation puts the total energy at -42458.733 eV. As for the spin multiplicity: 1. As for the energy above the lowest of the compared OMol25 structures with the same formula, charge and spin: 6.943 eV. The value obtained for the highest occupied orbital energy is -7.95 eV.

Geometry (Å):
C: 1.313 -2.073 5.274
O: 1.992 -1.246 4.318
S: 3.653 -1.272 4.547
O: 4.086 -0.024 3.882
O: 4.309 -2.480 3.591
N: 4.750 -3.585 4.332
H: 1.979 -2.753 5.819
H: 0.555 -2.642 4.718
H: 0.756 -1.448 5.987
H: 4.716 -3.418 5.336
H: 4.160 -4.391 4.140
N: 0.099 -0.452 1.763
C: -1.099 -1.107 1.680
C: -1.602 -0.910 0.419
C: -0.670 -0.108 -0.287
C: 0.371 0.156 0.570
H: 0.690 -0.422 2.577
H: -1.490 -1.653 2.522
H: -2.536 -1.298 0.044
H: -0.752 0.236 -1.306
H: 1.278 0.724 0.433
N: 0.343 3.450 -3.684
C: -0.673 4.367 -3.675
C: -1.259 4.333 -2.436
C: -0.567 3.361 -1.668
C: 0.418 2.835 -2.464
H: 0.940 3.258 -4.465
H: -0.890 4.960 -4.547
H: -2.092 4.939 -2.116
H: -0.767 3.079 -0.647
H: 1.162 2.079 -2.270
N: -4.571 1.310 -0.186
C: -5.773 0.661 -0.268
C: -6.269 0.853 -1.532
C: -5.328 1.644 -2.239
C: -4.289 1.908 -1.384
H: -3.984 1.341 0.627
H: -6.169 0.121 0.576
H: -7.203 0.468 -1.907
H: -5.402 1.981 -3.260
H: -3.379 2.468 -1.524
N: 2.038 -1.600 -1.485
C: 1.973 -2.494 -2.516
C: 3.232 -2.622 -3.046
C: 4.091 -1.775 -2.302
C: 3.325 -1.159 -1.343
H: 1.256 -1.308 -0.913
H: 1.040 -2.961 -2.784
H: 3.506 -3.254 -3.876
H: 5.149 -1.632 -2.450
H: 3.585 -0.448 -0.576